Molecular formula: C28H27FeN6OS4
Method: DFT, wB97M-V/def2-TZVPD

XYZ file:
```
67
Properties=species:S:1:pos:R:3:forces:R:3
Fe -0.5318 -0.6794 -0.0231 0.4 -0.5 0.5
C -3.0379 3.5755 -3.6019 0.1 -0.2 0.1
S -1.2581 3.2087 -3.5090 -0.1 0.1 0.2
C -1.1823 1.7503 -2.5485 -0.2 -0.2 0.1
S -2.0665 1.4415 -1.0393 -0.5 -0.2 -0.9
N -0.4126 0.8175 -2.9821 0.4 0.7 -1.4
N -0.2364 -0.3025 -2.2661 -0.1 -1.2 1.7
C 0.0965 -1.3452 -2.9423 -0.2 0.9 -0.3
C 0.2516 -2.6355 -2.3134 0.1 -0.8 0.2
C 0.7300 -3.7255 -3.0354 0.0 0.4 0.0
C 0.8092 -4.9605 -2.4136 0.0 -0.1 0.2
C 0.3870 -5.0746 -1.0978 0.1 0.0 -0.2
C -0.0576 -3.9336 -0.4452 -0.1 0.1 0.2
N -0.1177 -2.7418 -1.0255 -0.2 0.4 0.0
H -3.1144 4.4945 -4.1776 0.1 0.0 0.0
H -3.4655 3.7162 -2.6188 0.0 0.1 0.0
H -3.5390 2.7729 -4.1363 -0.1 0.0 0.0
H 0.2166 -1.2596 -4.0193 0.1 0.1 0.0
H 1.0401 -3.5976 -4.0636 0.0 0.0 0.0
H 1.1965 -5.8176 -2.9464 -0.1 0.0 0.0
H 0.3958 -6.0280 -0.5904 0.0 0.0 0.1
H -0.3813 -3.9748 0.5883 0.0 0.0 0.0
C 3.5684 -2.5148 -0.0694 0.0 0.0 0.0
C 3.6343 -3.0215 1.2199 0.0 0.1 0.0
C 2.8044 -2.4890 2.1940 0.0 -0.1 0.0
C 1.8756 -1.5242 1.8284 0.2 -0.2 -0.1
N 1.7371 -1.1183 0.5602 -0.4 0.2 -0.2
C 2.5979 -1.5692 -0.3520 0.1 0.0 -0.1
C 0.9891 -0.8523 2.7954 -0.3 0.1 0.1
C 1.3575 -0.6196 4.1135 0.0 0.0 0.0
C 0.5048 0.1077 4.9289 0.0 -0.1 -0.1
C -0.6945 0.5672 4.4069 -0.1 0.0 -0.1
C -0.9937 0.2724 3.0892 -0.1 -0.3 0.3
N -0.1693 -0.4103 2.2951 -0.3 -0.7 -0.3
H 4.2490 -2.8511 -0.8381 0.0 0.0 0.0
H 4.3330 -3.8095 1.4656 0.1 0.0 0.0
H 2.8567 -2.8475 3.2120 0.0 0.0 0.0
H 2.5039 -1.1455 -1.3447 0.0 -0.1 0.0
H 2.3032 -0.9803 4.4906 0.0 0.0 0.0
H 0.7723 0.3115 5.9564 0.0 0.0 0.0
H -1.3846 1.1436 5.0052 0.0 0.0 0.0
H -1.9313 0.5884 2.6460 0.0 0.0 0.0
C -1.3530 3.3922 1.7202 -0.1 -0.1 -0.2
S -0.2172 2.1534 1.0603 0.9 0.9 0.1
O -2.9211 2.5982 -0.7153 -0.1 0.2 0.3
C 0.9382 3.1744 0.1714 -0.2 -0.2 0.0
C 2.2909 2.8883 0.3247 -0.1 0.0 0.0
C 3.2276 3.6903 -0.3063 0.1 -0.1 -0.1
C 2.8146 4.7399 -1.1150 0.0 0.1 0.0
C 1.4619 4.9956 -1.2858 0.0 0.0 0.0
C 0.5145 4.2210 -0.6343 0.1 0.0 0.0
H -1.9215 3.8458 0.9133 -0.1 0.1 0.0
H -0.7826 4.1374 2.2686 0.0 0.0 0.0
H -2.0451 2.8778 2.3832 0.0 0.1 0.0
H 2.5914 2.0645 0.9594 0.1 0.0 0.0
H 4.2818 3.4986 -0.1611 0.0 0.0 0.0
H 3.5465 5.3751 -1.5940 0.0 0.0 0.0
H 1.1387 5.8043 -1.9265 0.0 0.0 0.0
H -0.5360 4.4450 -0.7475 -0.1 0.0 0.0
S -4.5751 -2.8155 1.4041 0.3 0.2 -0.2
C -4.6501 -2.4159 -0.2585 0.0 0.0 0.1
C -3.5199 -1.7714 -0.6370 -0.1 -0.1 -0.1
N -2.6002 -1.5925 0.3662 0.6 0.4 -0.1
C -3.0349 -2.0977 1.4919 -0.1 -0.1 0.1
H -5.5108 -2.6658 -0.8548 0.0 0.0 0.0
H -3.3045 -1.4177 -1.6336 0.0 0.0 0.0
H -2.4700 -2.0641 2.4106 0.0 0.0 0.0
```
Positions in Å, forces in eV/Å.

- Orbital gap (spin up / spin down): 6.5251 / 6.2827 eV
- E_LUMO (spin up / spin down): -6.38 / -7.07 eV
- 2S+1: 6
- Net charge: +2

Molecular formula: C28H27IrN5O4
Method: DFT, wB97M-V/def2-TZVPD

XYZ file:
```
65
Properties=species:S:1:pos:R:3:forces:R:3
Ir 0.0533 0.0180 0.3367 -1.0 2.9 -0.3
C 3.0311 -1.2451 -1.8974 0.1 -0.1 -0.2
C 3.1679 -0.7558 -0.5102 -0.3 0.0 -0.3
N 2.1604 -0.4438 0.2956 -0.8 0.5 0.7
C 2.6930 -0.0747 1.5090 1.0 0.0 0.5
C 4.0625 -0.1662 1.4209 -0.6 0.1 0.5
N 4.3269 -0.5897 0.1439 -0.4 0.1 0.4
C 5.2221 0.1159 2.3396 -0.1 -0.2 -1.1
O 4.9762 0.3712 3.5825 -0.1 0.3 1.0
O 6.3145 0.0884 1.8270 0.0 0.0 0.2
C 1.8330 0.3841 2.6589 2.8 -0.5 -0.3
O 2.3757 0.6241 3.7266 -0.7 0.1 0.1
O 0.5980 0.5281 2.4035 -2.2 -0.6 -2.6
H 1.9769 -1.3320 -2.1561 0.1 0.0 0.0
H 3.5019 -2.2223 -1.9997 -0.1 -0.1 0.0
H 3.5166 -0.5774 -2.6092 0.0 0.1 0.0
H 5.2744 -0.7442 -0.1836 -0.1 0.0 0.0
H 4.0077 0.4251 3.8465 0.4 -0.1 -0.6
C -0.7353 6.7904 -1.5467 0.0 0.1 0.0
C -1.6345 6.5871 -0.3746 0.1 0.9 -0.1
C -2.3747 7.6260 0.1708 0.4 -0.2 -0.3
C -3.2745 7.4061 1.2026 0.0 0.2 -0.1
C -3.4451 6.1206 1.7253 0.3 -1.0 0.0
C -2.6960 5.0748 1.2313 -0.9 0.1 0.8
C -1.7777 5.2947 0.1965 0.7 -1.2 -0.2
N -0.9231 4.2901 -0.2437 -0.5 1.9 0.3
C -1.0601 2.9291 -0.2512 -0.3 -2.0 -0.1
N -2.3192 2.4239 -0.2406 0.3 1.4 0.2
C -2.7866 1.1166 -0.2804 -0.4 -1.1 -0.3
C -1.9360 -0.0153 -0.2888 1.3 0.6 1.2
C -2.5178 -1.2774 -0.3627 -0.6 -0.4 0.1
C -3.9018 -1.4401 -0.3392 0.8 -0.1 -0.2
C -4.7237 -0.3249 -0.3499 0.3 0.1 0.0
C -4.2011 0.9569 -0.3231 0.8 0.0 0.0
C -5.1141 2.1407 -0.3305 -0.1 0.1 -0.1
N 0.0082 2.1859 -0.3946 -0.9 -2.5 1.0
C 1.3034 2.6989 -0.2280 1.4 0.8 0.2
C 1.7140 3.1515 1.0371 -0.2 -0.2 -0.3
C 3.0232 3.5271 1.2496 0.3 0.1 -0.1
C 3.9319 3.5004 0.1962 -0.2 0.0 0.1
C 3.5193 3.0935 -1.0642 0.0 0.1 0.1
C 2.2176 2.6748 -1.3013 -0.5 0.0 0.3
C 1.7783 2.2510 -2.6647 0.0 -0.1 -0.1
H -0.8704 7.7830 -1.9650 0.0 0.0 0.0
H -0.9424 6.0567 -2.3260 0.0 0.0 -0.1
H 0.3153 6.6963 -1.2631 0.1 0.0 0.0
H -2.2503 8.6232 -0.2229 0.0 0.1 -0.1
H -3.8422 8.2282 1.6102 -0.1 0.1 0.0
H -4.1296 5.9583 2.5448 0.0 0.0 0.1
H -2.7469 4.1065 1.7062 0.0 -0.1 0.1
H 0.0031 4.6144 -0.5167 0.0 -0.2 -0.3
H -3.0578 3.1238 -0.2364 0.2 -0.2 -0.1
H -1.8995 -2.1645 -0.4370 0.1 0.0 0.2
H -4.3239 -2.4329 -0.3146 0.0 -0.1 -0.1
H -5.7929 -0.4593 -0.3997 -0.1 0.0 0.1
H -6.1474 1.8101 -0.3953 0.0 0.1 0.0
H -4.9245 2.7840 -1.1925 -0.1 0.1 0.0
H -5.0204 2.7250 0.5868 0.0 0.1 0.1
H 1.0159 3.1320 1.8604 -0.1 0.0 0.1
H 3.3432 3.8242 2.2359 0.0 0.1 0.1
H 4.9568 3.7967 0.3576 0.1 0.0 0.0
H 4.2140 3.1125 -1.8909 0.1 -0.1 -0.1
H 2.6377 2.0606 -3.3020 0.0 0.0 -0.1
H 1.1880 3.0339 -3.1406 -0.1 0.0 -0.1
H 1.1596 1.3565 -2.6150 -0.1 -0.1 -0.1
```
Positions in Å, forces in eV/Å.

- Orbital gap (spin up / spin down): 6.8605 / 4.0922 eV
- E_LUMO (spin up / spin down): -7.56 / -10.19 eV
- 2S+1: 2
- Net charge: +2

What did we get for ΔE to the lowest compared entry with this formula, charge and spin? Answer: 31.4; 26.1 kcal/mol, in the order shown.
What did we get for total energy? Answer: -4342.89638; -1761.68038 hartree, in the order shown.